1.
DFT (ωB97M-V with the def2-TZVPD basis set) results for C25H45N2P3Se2Tl as an isolated structure.

## Properties
- gap between HOMO and LUMO (eV) = 4.0
- calculated total energy (hartree) = -7087.54087
- net charge = +3
- LUMO (eV) = -10.07

Positions of all 78 atoms, in Å:
Tl -1.7648 -4.9716 0.0379
P 0.6070 0.3222 -2.6551
P 0.4519 2.6097 0.3269
P -2.5168 1.7023 -0.9456
H -4.2666 -6.7230 1.2655
C -4.6518 -6.4455 0.2673
C -3.9259 -6.3259 -0.8602
H -2.9029 -6.7415 -0.9601
C 2.1187 -0.6058 -2.3556
C 1.1298 2.0007 -3.0512
C -0.2076 -0.2506 -4.1610
C -0.0584 2.9025 2.0685
C 2.2785 2.5445 0.6212
C 0.2839 4.3175 -0.3237
C -3.7096 0.5486 -1.6946
C -2.3566 2.8426 -2.4382
C -3.5713 2.7122 0.1364
H -5.7482 -6.4823 0.1966
H -4.4085 -6.1633 -1.8333
H 1.9059 -1.3666 -1.5877
H 2.9151 0.0606 -2.0075
H 2.4611 -1.1127 -3.2669
H 1.8483 2.3799 -2.3152
H 0.2645 2.6684 -3.1077
H 1.6185 1.9851 -4.0338
H -0.3125 -1.3429 -4.1522
H 0.3989 0.0394 -5.0351
H -1.1972 0.2298 -4.2476
H 0.3285 3.8755 2.3917
H 0.3531 2.1079 2.7020
H -1.1504 2.8850 2.1538
H 2.6658 3.5650 0.7364
H 2.7876 2.0645 -0.2281
H 2.4904 1.9702 1.5346
H 0.9113 4.9815 0.2749
H -0.7541 4.6531 -0.2633
H 0.6070 4.3660 -1.3667
H -4.5820 1.1182 -2.0339
H -4.0426 -0.2034 -0.9772
H -3.2323 0.0327 -2.5360
H -3.3633 3.1861 -2.7073
H -1.9527 2.3023 -3.3032
H -1.7297 3.7209 -2.2267
H -4.4496 3.0275 -0.4401
H -3.0311 3.5951 0.5015
H -3.8948 2.1126 0.9951
C -3.2103 -1.0595 1.2409
C -3.2002 -2.2322 0.4612
C -4.1781 -3.2027 0.6344
C -5.1361 -3.1083 1.6435
C -5.1738 -1.9244 2.4016
C -4.2342 -0.9162 2.1992
Se -1.8020 0.1995 0.9504
H -0.2608 0.2056 -1.5070
H -2.3728 -2.3939 -0.2489
H -4.1966 -4.0674 -0.0178
H -5.8293 -3.9313 1.8313
H -5.9315 -1.8055 3.1790
H -4.2086 -0.0216 2.8148
C 5.0728 -1.8032 -0.2811
N 4.5117 -1.2404 0.9414
C 3.2735 -1.5404 1.4696
Se 1.8594 -2.4583 0.7453
N 3.2765 -0.9043 2.6951
C 4.4376 -0.1528 2.8915
C 4.8037 0.7854 3.8618
C 6.0384 1.4299 3.6557
C 6.8161 1.2218 2.4906
C 6.3943 0.3416 1.4847
C 5.2255 -0.3706 1.7617
H 5.0374 -1.0840 -1.1078
H 4.5270 -2.7074 -0.5639
H 6.1314 -2.0324 -0.1047
H 2.4968 -0.9677 3.3426
H 4.1268 0.9487 4.7067
H 6.3949 2.1322 4.4189
H 7.7558 1.7677 2.3853
H 6.9100 0.1972 0.5284

=====

2.
DFT (ωB97M-V with the def2-TZVPD basis set) results for a 8-piece molecular cluster, C36H49BrF9O14 overall.

## Properties
- gap between HOMO and LUMO (eV) = 4.8
- calculated total energy (hartree) = -5927.44731
- net charge = -1
- LUMO (eV) = 1.98

Positions of all 109 atoms, in Å:
F -2.0831 0.9862 0.6029
C -1.5276 0.4984 -0.5215
F -0.4789 1.2362 -0.8063
F -2.4276 0.6798 -1.5023
C -1.2370 -1.0179 -0.3151
F -0.8503 -1.2347 0.9330
F -2.4738 -1.6099 -0.4224
C -0.3427 -1.6960 -1.3892
F -1.0745 -1.5195 -2.5551
F -0.3893 -3.0237 -1.1091
C 1.1462 -1.2058 -1.5769
F 1.0413 -0.2506 -2.5970
F 1.7117 -2.3400 -2.2171
C 1.8198 -0.7074 -0.3795
C 2.9801 -1.5707 0.1265
C 2.5734 -2.8956 0.7707
C 1.7380 -2.8331 2.0549
Br 1.9058 -1.2366 3.1617
H 2.2242 0.2726 -0.6621
H 3.5485 -0.9784 0.8557
H 3.7051 -1.8274 -0.6652
H 3.4685 -3.4923 0.9806
H 1.9785 -3.4511 0.0372
H 2.0371 -3.6308 2.7373
H 0.6796 -2.9671 1.8459
O -1.9845 6.8461 2.3553
C -2.3280 5.8376 1.8021
O -3.0189 4.8682 2.4384
C -3.1984 3.7303 1.5622
C -3.0656 4.2904 0.1531
C -2.0677 5.4266 0.3671
H -2.4255 2.9980 1.7868
H -4.1720 3.2924 1.7663
H -2.7448 3.5403 -0.5660
H -4.0228 4.6958 -0.1799
H -1.0339 5.0842 0.2957
H -2.2122 6.2730 -0.2985
O -7.5579 7.2703 6.1527
C -6.3917 7.0943 5.9451
O -5.5778 6.5021 6.8485
C -4.2182 6.5071 6.3723
C -4.3126 6.6552 4.8608
C -5.5888 7.4836 4.7169
H -3.7045 7.3564 6.8323
H -3.7318 5.5841 6.6815
H -3.4302 7.1075 4.4163
H -4.4503 5.6782 4.4031
H -5.3949 8.5567 4.7703
H -6.1527 7.2677 3.8137
O -1.7085 3.9476 7.3508
C -0.8189 4.7446 7.3304
O 0.2753 4.6354 8.1247
C 1.1236 5.7839 7.9691
C 0.7642 6.3710 6.6083
C -0.7144 6.0069 6.4966
H 0.9120 6.4776 8.7866
H 2.1582 5.4576 8.0424
H 0.9723 7.4363 6.5352
H 1.3268 5.8620 5.8252
H -1.3615 6.7597 6.9500
H -1.0373 5.8196 5.4753
O 6.2233 -1.1135 2.6249
C 5.9060 -1.7805 3.5616
O 5.0360 -2.8158 3.4809
C 4.7823 -3.3624 4.7792
C 5.9815 -2.9630 5.6320
C 6.3693 -1.6279 5.0029
H 3.8465 -2.9347 5.1471
H 4.6651 -4.4395 4.6788
H 5.7494 -2.9115 6.6943
H 6.7895 -3.6841 5.4955
H 5.8239 -0.7907 5.4415
H 7.4352 -1.4198 5.0342
O 4.4761 -5.0732 -2.2928
C 4.2938 -4.8427 -3.4504
O 3.6576 -3.7340 -3.8940
C 3.4955 -3.7829 -5.3132
C 4.5701 -4.7412 -5.8162
C 4.6884 -5.7065 -4.6405
H 2.4884 -4.1464 -5.5288
H 3.5969 -2.7724 -5.7024
H 4.3112 -5.2141 -6.7621
H 5.5100 -4.2027 -5.9497
H 3.9745 -6.5289 -4.7123
H 5.6877 -6.1086 -4.4988
O -2.7044 -2.3076 -7.3417
C -3.4072 -2.1068 -6.3922
O -4.7025 -2.5058 -6.3603
C -5.3375 -2.0314 -5.1571
C -4.2005 -1.7854 -4.1730
C -3.0620 -1.3852 -5.1078
H -5.8832 -1.1164 -5.3996
H -6.0457 -2.7870 -4.8254
H -4.4379 -1.0433 -3.4144
H -3.9444 -2.7143 -3.6628
H -3.0475 -0.3136 -5.3133
H -2.0876 -1.6941 -4.7404
O 2.1002 -6.8184 -7.2962
C 1.1289 -6.2569 -7.7126
O 0.0060 -6.9239 -8.0739
C -0.9593 -6.0118 -8.6320
C -0.5839 -4.6411 -8.0851
C 0.9308 -4.7717 -7.9461
H -0.8807 -6.0602 -9.7209
H -1.9530 -6.3386 -8.3363
H -0.9102 -3.8207 -8.7180
H -1.0346 -4.4971 -7.1042
H 1.4551 -4.5033 -8.8655
H 1.3424 -4.2012 -7.1190

=====

3.
DFT (ωB97M-V with the def2-TZVPD basis set) results for the molecule C12H17NO2.

## Properties
- gap between HOMO and LUMO (eV) = 9.3
- calculated total energy (hartree) = -672.50184
- net charge = 0
- LUMO (eV) = 0.57

Positions of all 32 atoms, in Å:
C 0.4137 -4.1531 1.1396
C -0.7574 -3.2056 0.6719
C -1.4350 -2.5277 1.9130
C -0.4526 -2.1806 -0.3771
C -0.8936 -2.2151 -1.6126
O -1.1598 -2.2621 -2.7682
C 0.5291 -1.1260 0.0011
C 1.3577 -0.6611 -1.0810
C 1.3340 0.6391 -1.4439
C 0.4937 1.5910 -0.7712
C 0.5267 2.9994 -1.2021
C -0.8064 3.7004 -1.3564
C 1.5383 3.6762 -0.2037
N -0.1728 1.2614 0.2435
O -0.1019 -0.0136 0.7186
H -0.0573 -4.7543 1.9095
H 1.1994 -3.7545 1.7246
H 0.7384 -4.8631 0.2889
H -1.3758 -4.0198 0.1670
H -1.8339 -1.5521 1.4988
H -0.6698 -2.1319 2.5632
H -2.1321 -3.3535 2.3689
H 1.2331 -1.5387 0.6984
H 1.9580 -1.4130 -1.6035
H 1.7988 0.9796 -2.3326
H 1.0548 3.1896 -2.2274
H -1.6378 3.1108 -1.6822
H -0.9242 4.5108 -2.0822
H -1.2730 4.0669 -0.3759
H 2.3794 2.9659 -0.0061
H 0.8297 4.0593 0.6414
H 2.1687 4.5889 -0.5320

=====

4.
DFT (ωB97M-V with the def2-TZVPD basis set) results for C3H3N2O4 as an isolated structure.

## Properties
- gap between HOMO and LUMO (eV) = 8.2
- calculated total energy (hartree) = -526.57775
- net charge = -1
- LUMO (eV) = 4.04

Positions of all 12 atoms, in Å:
C -0.5564 0.6125 -0.5095
C -0.5660 0.3843 2.3179
C 0.2413 -0.2011 -1.5899
N 1.2102 -0.9343 -0.7989
N 0.1745 0.6169 0.5854
O -0.8058 -0.7680 2.3968
O -1.6493 1.1207 -0.7165
O -0.5511 1.4422 2.8269
O 1.3658 -0.1158 0.3762
H -0.4076 -0.8527 -2.1713
H 0.7691 0.4977 -2.2501
H 0.7754 -1.8024 -0.4669

=====

5.
DFT (ωB97M-V with the def2-TZVPD basis set) results for the molecule C11H25O4P.

## Properties
- gap between HOMO and LUMO (eV) = 9.9
- calculated total energy (hartree) = -1076.28289
- net charge = 0
- LUMO (eV) = -0.23

Positions of all 41 atoms, in Å:
C -4.8297 -1.7769 -2.1941
C -3.7421 -1.8379 -3.4461
C -2.2766 -2.4361 -2.9765
C -1.6309 -1.4906 -1.7863
C -1.3779 -2.3401 -0.3698
C -1.0774 -1.2009 0.8091
C 0.2163 -1.6383 1.7710
C 0.4907 -0.4792 2.9152
C 1.8040 0.4895 2.5473
C 1.2016 1.7418 1.6772
C 2.3177 2.8047 1.1198
O 3.7188 2.4049 1.3207
P 4.7224 3.7237 0.6917
O 5.3512 4.5131 1.9476
O 3.8064 4.9186 -0.2009
O 6.0754 3.1746 -0.2586
H -5.9069 -1.6801 -2.6494
H -4.6098 -0.7975 -1.5857
H -4.6962 -2.6807 -1.4538
H -4.1854 -2.5464 -4.2768
H -3.5529 -0.7754 -3.9027
H -2.3789 -3.5816 -2.6608
H -1.5663 -2.3654 -3.9222
H -2.3857 -0.6146 -1.5065
H -0.6336 -0.9307 -2.1278
H -2.3776 -2.9162 -0.0976
H -0.4712 -3.0872 -0.4644
H -0.8413 -0.2081 0.2331
H -2.0646 -1.0353 1.4166
H -0.1019 -2.6885 2.2364
H 1.1428 -1.7663 1.0581
H -0.4595 0.2417 2.8690
H 0.5217 -0.8873 4.0157
H 2.5803 -0.1788 1.9802
H 2.2837 0.7936 3.5808
H 0.4084 2.3312 2.3163
H 0.6310 1.3174 0.7396
H 2.1491 3.8308 1.6801
H 2.1353 2.9183 -0.0507
H 3.3796 4.5162 -1.0142
H 6.2301 2.2200 0.0189

=====

6.
DFT (ωB97M-V with the def2-TZVPD basis set) results for the molecule C6H11NO.

## Properties
- gap between HOMO and LUMO (alpha / beta) (eV) = 8.2 / 8.2
- calculated total energy (hartree) = -364.99065
- net charge = 0
- LUMO (alpha / beta) (eV) = 0.94 / 0.94

Positions of all 19 atoms, in Å:
C 0.6430 -0.6281 -0.0519
C 0.0677 -0.3990 -1.2430
C 0.1663 1.7367 0.5564
C 0.9488 -1.7017 0.8417
C -0.0980 -1.4604 -2.2765
C -0.5565 1.7430 1.9025
N -0.6385 1.7706 -0.4974
O -0.3469 0.9359 -1.5918
H 1.1494 2.3111 0.4051
H 1.9700 -2.1417 0.7973
H 0.2804 -2.5433 0.5061
H 0.7278 -1.3959 1.8697
H -0.9496 -2.1360 -1.9060
H 0.8313 -2.0478 -2.2059
H -0.3699 -1.0551 -3.2991
H 0.0017 1.4457 2.6712
H -1.4142 1.0644 1.8425
H -0.7644 2.7599 2.1300
H -1.6482 1.7417 -0.4509

=====

7.
DFT (ωB97M-V with the def2-TZVPD basis set) results for a 2-piece molecular cluster, C5H17N2O overall.

## Properties
- gap between HOMO and LUMO (eV) = 11.3
- calculated total energy (hartree) = -385.16124
- net charge = +1
- LUMO (eV) = -2.61

Positions of all 25 atoms, in Å:
N 0.5492 1.8219 -1.9083
C 0.1704 0.4442 -2.5257
C 0.3476 -0.4875 -1.2853
N -0.0561 0.1364 0.0195
C 1.3251 0.3164 2.3405
C 0.7472 -0.6005 1.2821
C -0.1245 -1.7034 1.6816
H 0.4762 2.6402 -2.5402
H 0.2396 1.0478 0.1384
H 1.5480 1.8660 -1.7310
H 0.7263 -0.0184 -3.2418
H -0.8312 0.5836 -2.8924
H 1.3885 -0.8445 -1.2331
H -0.2634 -1.3493 -1.3569
H -1.0795 0.2724 0.1268
H 1.5365 -0.1486 3.4078
H 0.5689 0.9769 2.6408
H 2.2006 0.7697 1.8795
H 1.6847 -1.0344 0.6091
H -0.9012 -1.4183 2.2578
H -0.6260 -2.1754 0.7593
H 0.4818 -2.5039 2.1672
H -3.4311 -0.2895 -0.4660
H -3.5891 1.2297 -0.1283
O -3.0886 0.4685 -0.0014

=====

8.
DFT (ωB97M-V with the def2-TZVPD basis set) results for C16H12IN2O6Pt as an isolated structure.

## Properties
- gap between HOMO and LUMO (alpha / beta) (eV) = 5.7 / 5.7
- calculated total energy (hartree) = -1594.64911
- net charge = +1
- LUMO (alpha / beta) (eV) = -4.97 / -4.96

Positions of all 38 atoms, in Å:
Pt -0.0459 -1.2438 -1.5598
O -3.4981 -1.1030 1.2566
C -2.3849 -1.3546 0.6018
O -2.3574 -1.5779 -0.5905
C -1.1665 -1.3372 1.4684
C -1.2293 -1.1253 2.8420
C -0.0385 -1.0502 3.5531
C 1.1658 -1.1321 2.8678
C 1.1394 -1.3609 1.4905
N -0.0092 -1.4925 0.8346
C 2.3577 -1.4949 0.6136
O 3.5419 -1.2542 1.1445
O 2.2586 -1.8211 -0.5458
H -4.2559 -1.0472 0.6496
H -2.1887 -1.0154 3.3228
H -0.0475 -0.9130 4.6242
H 2.0949 -1.0306 3.4122
H 3.5327 -0.9609 2.0671
I 0.5800 7.7375 -1.8981
C 0.3040 5.6625 -1.6191
C -0.4627 5.2161 -0.5510
C -0.6205 3.8584 -0.3617
C -0.0239 2.9521 -1.2347
C 0.7313 3.4198 -2.3089
C 0.9002 4.7757 -2.5057
C -0.1842 1.4882 -1.0076
O -0.7121 1.0285 0.0065
O 0.2785 0.7133 -1.9192
H -0.9259 5.9263 0.1177
H -1.2039 3.4812 0.4646
H 1.1878 2.7067 -2.9754
H 1.4847 5.1432 -3.3348
C 0.0087 -5.7744 -1.4472
C -0.1227 -4.3647 -1.5608
N -0.2308 -3.2251 -1.6558
H 0.8514 -6.1056 -2.0550
H -0.8983 -6.2688 -1.7959
H 0.1877 -6.0564 -0.4093